Entry 1:
DFT (wB97M-V/def2-TZVPD) results for C2H3NO3 in the gas phase at a distorted geometry.

Each line ends with the Löwdin charge.
Geometry (Å):
O: 1.5833 0.2103 -1.5935  0.041
O: -0.0437 -1.2809 -0.7886  0.137
O: 0.4474 0.7459 0.1680  0.073
N: -1.6501 -0.1658 1.2695  0.164
C: 0.5371 -0.2533 -0.6567  -0.572
C: -0.7400 0.6492 1.1468  -0.137
H: -0.6396 1.5203 1.7853  0.122
H: 2.1746 -0.4511 -1.9813  0.101
H: -1.6690 -0.9746 0.6504  0.071

Properties
Energy above the lowest of the compared OMol25 structures with the same formula, charge and spin   38.0 kcal/mol
Kohn-Sham gap   11.7 eV



Entry 2:
DFT (wB97M-V/def2-TZVPD) results for a molecular structure, C2H3NO3 at a distorted geometry.

Each line ends with the Löwdin charge.
Geometry (Å):
O: 0.7953 0.7303 1.2607  0.042
O: -0.5617 -0.5418 -1.3701  0.087
O: 1.7901 -1.0241 -1.1610  0.154
N: 0.2104 -0.1989 0.4820  -0.075
C: 0.6964 -0.6628 -0.8217  -0.423
C: -1.0048 0.1743 -0.2374  -0.137
H: 1.2067 0.3610 2.0188  0.098
H: -1.8661 -0.0334 0.3588  0.118
H: -1.2663 1.1953 -0.5301  0.136

Properties
Energy above the lowest of the compared OMol25 structures with the same formula, charge and spin   86.3 kcal/mol
Kohn-Sham gap   10.7 eV



Entry 3:
DFT (wB97M-V/def2-TZVPD) results for C2H3NO3 in the gas phase at a distorted geometry.

Each line ends with the Löwdin charge.
Geometry (Å):
O: 0.4693 1.8344 0.0742  0.077
O: 0.9866 -1.5652 -0.0878  0.030
O: -1.9592 0.2491 -0.0797  0.095
N: 0.3369 -0.3642 -0.1370  -0.092
C: -1.0895 -0.5662 0.1145  -0.191
C: 1.0594 0.7870 -0.0041  -0.271
H: 1.0021 -1.9338 0.7395  0.064
H: 2.1604 0.6235 -0.0224  0.152
H: -1.3141 -1.6109 0.3269  0.137

Properties
Energy above the lowest of the compared OMol25 structures with the same formula, charge and spin   75.8 kcal/mol
Kohn-Sham gap   10.7 eV